ORCA calculation (the ωB97M-V functional and the def2-TZVPD basis) on 13 unconnected molecules or ions with the total composition C48H94O23S8.

Geometry as XYZ:
```
173
Properties=species:S:1:pos:R:3
C -19.611 13.797 5.686
C -19.956 13.115 6.985
C -19.836 13.915 8.283
O -21.033 13.516 9.020
C -21.888 12.939 8.188
O -23.053 12.720 8.431
O -21.355 12.882 6.967
H -19.890 14.843 5.818
H -20.137 13.460 4.793
H -18.554 13.716 5.431
H -19.498 12.130 7.076
H -19.883 14.999 8.184
H -18.946 13.634 8.846
C -17.755 16.249 10.057
C -17.836 17.545 10.757
O -17.244 18.557 10.416
C -18.863 17.617 11.884
H -18.580 16.207 9.345
H -17.751 15.358 10.686
H -16.828 16.276 9.485
H -19.286 16.692 12.275
H -19.683 18.292 11.640
H -18.275 17.978 12.727
C -12.577 10.068 8.903
C -11.897 11.457 8.962
O -12.051 12.258 8.012
C -10.773 11.646 9.940
H -11.814 9.291 8.854
H -13.224 10.120 8.027
H -13.169 10.070 9.818
H -10.070 12.440 9.690
H -10.157 10.751 10.017
H -11.123 11.727 10.969
C -13.010 7.689 12.486
C -14.009 7.434 11.415
O -13.810 6.470 10.712
C -15.250 8.292 11.287
H -12.175 6.992 12.413
H -13.620 7.477 13.364
H -12.592 8.689 12.369
H -16.066 7.710 10.858
H -15.064 9.149 10.639
H -15.427 8.693 12.285
C -12.100 12.245 4.616
C -12.528 10.931 3.965
O -12.304 10.706 2.795
C -12.958 9.799 4.862
H -11.681 11.981 5.587
H -12.919 12.940 4.801
H -11.280 12.687 4.049
H -13.490 8.992 4.358
H -13.696 10.187 5.564
H -12.158 9.394 5.482
C -17.795 6.240 6.762
C -18.106 7.168 5.583
C -17.184 8.378 5.711
S -16.794 8.617 7.524
O -17.559 9.733 8.008
O -15.333 8.587 7.684
C -17.611 7.080 8.068
H -16.874 5.691 6.568
H -18.507 5.440 6.967
H -19.153 7.436 5.721
H -18.004 6.811 4.558
H -17.545 9.336 5.335
H -16.185 8.170 5.329
H -18.596 7.309 8.475
H -17.150 6.563 8.910
C -16.027 11.157 0.410
C -16.987 9.997 0.733
C -16.924 9.701 2.256
S -16.924 11.318 3.066
O -16.078 11.337 4.252
O -18.234 11.877 3.071
C -15.946 12.065 1.625
H -16.225 11.667 -0.533
H -15.052 10.783 0.099
H -16.871 9.165 0.039
H -17.959 10.478 0.625
H -15.921 9.314 2.436
H -17.643 9.009 2.694
H -14.942 12.127 2.045
H -16.365 13.070 1.573
C -14.837 13.348 9.689
C -15.723 12.225 9.025
C -15.585 12.291 7.516
S -15.567 14.114 7.077
O -16.888 14.688 7.253
O -14.700 14.420 5.990
C -14.541 14.435 8.656
H -13.931 12.806 9.961
H -15.328 13.766 10.567
H -16.761 12.412 9.298
H -15.610 11.198 9.375
H -16.423 11.965 6.899
H -14.628 11.877 7.199
H -14.680 15.473 8.958
H -13.533 14.253 8.282
C -11.071 16.273 3.167
C -11.010 17.192 1.909
C -12.065 16.768 0.880
S -13.539 16.302 1.939
O -14.185 15.070 1.462
O -14.358 17.512 2.070
C -12.543 16.032 3.495
H -10.517 16.702 4.002
H -10.547 15.339 2.967
H -10.039 17.160 1.415
H -11.101 18.248 2.163
H -11.691 15.852 0.423
H -12.377 17.345 0.009
H -12.787 15.086 3.978
H -12.938 16.798 4.163
C -11.851 16.192 9.529
C -10.785 17.167 9.773
C -10.398 17.314 11.336
S -11.366 15.914 12.124
O -12.675 16.467 12.551
O -10.435 15.162 13.001
C -11.695 15.019 10.504
H -11.871 15.820 8.505
H -12.805 16.697 9.677
H -10.973 18.134 9.306
H -9.886 16.860 9.237
H -10.710 18.237 11.825
H -9.340 17.098 11.487
H -12.491 14.281 10.608
H -10.812 14.486 10.151
C -20.743 11.958 14.541
C -21.800 12.584 13.671
C -21.172 13.051 12.378
S -19.398 13.460 12.694
O -19.249 14.775 13.285
O -18.504 13.030 11.626
C -19.261 12.262 14.103
H -20.924 10.884 14.512
H -20.963 12.280 15.559
H -22.044 13.524 14.165
H -22.790 12.135 13.592
H -21.537 13.927 11.842
H -21.072 12.260 11.635
H -18.640 12.817 14.807
H -18.744 11.393 13.695
C -14.932 14.085 13.721
C -13.807 14.397 14.728
C -12.753 13.273 14.738
S -13.396 11.890 13.680
O -13.292 10.659 14.469
O -12.873 12.038 12.309
C -15.146 12.579 13.683
H -14.521 14.393 12.759
H -15.867 14.629 13.860
H -14.307 14.545 15.685
H -13.411 15.370 14.440
H -12.706 12.941 15.775
H -11.716 13.549 14.549
H -15.590 12.324 14.645
H -15.742 12.052 12.938
C -14.905 18.060 7.579
C -16.241 18.428 6.827
C -15.828 19.212 5.565
S -14.594 20.439 6.213
O -15.215 21.641 6.868
O -13.650 20.545 5.143
C -13.989 19.293 7.558
H -14.380 17.242 7.085
H -15.091 17.687 8.586
H -16.929 19.068 7.379
H -16.875 17.565 6.623
H -16.559 19.694 4.917
H -15.231 18.518 4.973
H -13.919 19.823 8.508
H -12.978 19.036 7.241
```

Values from the calculation:
Energy, a.u.: -6801.17323



ORCA calculation (the ωB97M-V functional and the def2-TZVPD basis) on a molecular structure, C4H7NO.

Geometry as XYZ:
```
13
Properties=species:S:1:pos:R:3
C 1.127 -0.352 0.020
C 0.032 -0.578 0.912
C 2.170 0.634 -0.294
C -2.189 -0.062 -0.367
N 0.427 -1.373 -0.196
O -1.332 0.565 0.565
H -0.188 -1.034 1.831
H 2.050 1.063 -1.239
H 3.024 0.142 0.024
H 1.979 1.398 0.535
H -2.630 -0.847 0.156
H -1.741 -0.442 -1.293
H -2.731 0.887 -0.655
```

Values from the calculation:
Energy relative to the best compared isomer or geometry (same formula, charge and spin), kJ/mol: 491.78



ORCA calculation (the ωB97M-V functional and the def2-TZVPD basis) on 2 unconnected molecules or ions with the total composition C10H13N2O.

Geometry as XYZ:
```
26
Properties=species:S:1:pos:R:3
C 0.888 -2.910 -1.557
C -0.103 -2.076 -2.019
C 1.294 -2.794 -0.240
C -0.665 -1.058 -1.304
C 0.703 -1.857 0.527
C -0.236 -0.954 -0.010
C -2.027 0.855 0.639
C -2.636 1.153 1.764
C -0.853 0.069 0.950
C 0.630 2.252 -0.329
N -1.001 -0.165 2.309
N 0.704 1.390 0.785
O -2.041 0.488 2.766
H 1.192 -3.858 -2.063
H -0.371 -2.199 -3.118
H 2.272 -3.300 0.208
H -1.302 -0.355 -1.763
H 1.110 -1.811 1.540
H -2.300 1.243 -0.292
H -3.491 1.811 1.940
H 0.045 1.609 -1.135
H -0.031 3.091 -0.188
H 1.526 2.594 -0.722
H -0.645 -0.874 3.068
H 0.956 1.794 1.612
H 1.314 0.581 0.502
```

Values from the calculation:
Energy relative to the best compared isomer or geometry (same formula, charge and spin), kJ/mol: 445.97
Spin multiplicity: 3
Net charge: +1



| no. | molar mass (g/mol) |
| --- | --- |
| 1 | 1295.8 |
| 2 | 85.1 |
| 3 | 177.2 |